(1)
A cluster of 2 separate species, C4H7NO3P in total. Source: the Open Molecules 2025 dataset; level of theory: ωB97M-V/def2-TZVPD.

Output
Total charge ... -1
LUMO energy (alpha / beta) ... 1.45 / 1.45 eV
HOMO level (alpha / beta) ... -6.32 / -6.32 eV
Kohn-Sham gap (alpha / beta) ... 7.77 / 7.77 eV
Total energy ... -778.430573 hartree
Largest force on an atom ... 4.02 eV/Å

Last column: Mulliken charge in e.
Atoms and positions in Å:
C 2.55 0.58 0.17  -0.090
C -0.55 1.40 -1.36  -0.751
C 0.30 -1.68 0.79  -0.219
C 0.06 -0.16 0.91  -0.409
N 3.66 0.64 -0.11  -0.550
O -2.30 -0.40 -0.35  -0.775
O -1.86 1.73 1.04  -0.743
O -0.33 -2.19 -0.36  -0.538
P -1.38 0.70 0.09  0.831
H -1.09 2.22 -2.00  0.299
H 0.40 1.90 -0.81  0.184
H -0.23 0.51 -1.97  0.234
H 1.35 -1.70 0.87  0.394
H -0.13 -2.03 1.80  0.241
H 0.61 0.03 1.83  0.505
H -1.06 -1.56 -0.52  0.387

(2)
A cluster of 8 separate species, C29H81N9O8 in total. Source: the Open Molecules 2025 dataset; level of theory: ωB97M-V/def2-TZVPD.

Output
Total charge ... 0
LUMO energy ... 0.40 eV
HOMO level ... -8.17 eV
Kohn-Sham gap ... 8.58 eV
Total energy ... -2248.092484 hartree
Largest force on an atom ... 2.66 eV/Å

Last column: Mulliken charge in e.
Atoms and positions in Å:
C 3.72 -2.14 3.06  0.661
O 3.02 -2.37 4.06  -0.675
N 3.22 -2.37 1.82  -0.267
N 4.96 -1.63 3.09  -0.351
H 3.86 -2.21 1.06  0.160
H 2.33 -2.80 1.67  0.181
H 5.43 -1.54 3.98  0.214
H 5.45 -1.27 2.30  0.171
C 5.22 -0.94 -4.78  -1.590
C 3.84 -0.51 -4.31  0.746
C 3.73 -0.82 -2.80  -1.083
O 2.43 -0.83 -2.30  -0.079
C 1.65 -1.98 -2.42  -0.952
N 3.70 0.94 -4.53  -0.692
H 5.49 -1.91 -4.38  0.354
H 5.96 -0.21 -4.43  0.373
H 5.29 -0.95 -5.87  0.398
H 3.05 -1.00 -4.88  0.312
H 4.40 -0.14 -2.28  0.308
H 4.14 -1.83 -2.59  0.411
H 0.61 -1.75 -2.21  0.164
H 1.96 -2.71 -1.66  0.267
H 1.69 -2.43 -3.42  0.333
H 3.79 1.14 -5.51  0.272
H 2.79 1.25 -4.21  0.276
C -0.37 -1.46 1.03  -0.937
C -0.59 -0.06 1.56  0.472
C 0.72 0.73 1.66  -1.095
O 1.32 0.80 0.37  0.061
C 2.70 1.05 0.47  -0.491
N -1.55 0.70 0.74  -0.052
H 0.37 -2.07 1.56  0.240
H 0.13 -1.52 0.06  -0.073
H -1.33 -1.96 1.12  -0.167
H -1.02 -0.13 2.56  0.572
H 1.43 0.24 2.34  0.510
H 0.50 1.70 2.13  0.210
H 3.01 2.00 0.91  0.330
H 3.08 1.17 -0.55  0.438
H 3.17 0.23 1.02  -0.250
H -1.07 1.13 -0.04  -0.935
H -1.96 1.42 1.32  0.179
C -4.56 -1.56 0.69  -1.129
C -4.69 -0.90 -0.68  0.351
C -5.40 0.48 -0.67  -0.599
O -5.71 0.89 -1.99  -0.159
C -6.85 1.71 -2.02  -0.851
N -3.32 -0.72 -1.21  -0.626
H -5.48 -2.06 1.01  0.485
H -4.42 -0.82 1.48  0.069
H -3.78 -2.31 0.78  0.161
H -5.17 -1.56 -1.41  0.312
H -4.76 1.15 -0.10  0.145
H -6.31 0.23 -0.10  0.482
H -7.10 1.77 -3.08  0.261
H -6.64 2.71 -1.63  0.325
H -7.70 1.26 -1.50  0.347
H -3.41 0.00 -1.92  0.137
H -2.72 -0.43 -0.44  0.298
C -3.89 -9.33 -0.72  -1.436
C -3.73 -7.81 -0.75  0.611
C -2.85 -7.22 0.33  -0.884
O -2.98 -5.82 0.27  -0.213
C -2.17 -5.25 1.28  -0.104
N -3.03 -7.47 -2.02  -0.766
H -2.93 -9.75 -1.02  0.385
H -4.70 -9.55 -1.41  0.369
H -4.04 -9.75 0.28  0.337
H -4.68 -7.28 -0.78  0.303
H -1.82 -7.61 0.25  0.351
H -3.10 -7.67 1.31  0.369
H -2.01 -4.18 1.15  -0.376
H -1.14 -5.64 1.26  0.350
H -2.60 -5.42 2.27  0.318
H -3.01 -6.46 -2.10  0.231
H -3.61 -7.74 -2.81  0.245
C -0.47 3.37 -2.48  -1.777
C -0.33 1.85 -2.60  3.618
C -1.18 1.17 -3.66  -0.665
O -2.53 1.61 -3.49  -0.332
C -3.40 0.99 -4.41  -0.754
N 1.10 1.59 -2.83  -0.274
H 0.22 3.88 -1.80  0.530
H -1.47 3.56 -2.09  0.378
H -0.39 3.92 -3.42  0.364
H -0.50 1.41 -1.61  -1.843
H -1.20 0.08 -3.56  0.372
H -0.85 1.52 -4.64  0.410
H -3.05 1.21 -5.43  0.348
H -4.38 1.46 -4.30  0.128
H -3.50 -0.09 -4.26  0.339
H 1.60 2.13 -2.12  0.014
H 1.39 0.64 -2.52  0.087
C 6.11 5.65 -0.46  -1.571
C 5.47 4.29 -0.09  0.736
C 5.70 3.99 1.38  -0.916
O 5.61 2.60 1.70  -0.186
C 6.06 2.37 3.03  -0.778
N 4.05 4.27 -0.42  -0.783
H 5.90 5.86 -1.51  0.391
H 7.17 5.67 -0.24  0.404
H 5.63 6.45 0.13  0.329
H 6.07 3.60 -0.70  0.177
H 5.03 4.57 2.04  0.341
H 6.72 4.31 1.61  0.460
H 6.33 1.32 3.00  0.148
H 5.33 2.59 3.81  0.308
H 6.99 2.89 3.25  0.395
H 4.07 4.10 -1.42  0.318
H 3.65 3.43 0.00  0.195
C -0.51 3.96 4.40  -1.318
C -1.73 3.89 5.30  0.555
C -2.60 2.71 4.90  -0.665
O -3.01 2.89 3.55  -0.332
C -3.85 1.81 3.16  -0.632
N -1.36 3.85 6.71  -0.753
H -0.75 4.14 3.35  0.329
H -0.01 2.98 4.32  0.232
H 0.21 4.74 4.64  0.396
H -2.38 4.76 5.11  0.225
H -3.40 2.46 5.61  0.334
H -2.01 1.77 4.86  0.288
H -3.21 0.92 3.09  0.210
H -4.32 2.10 2.22  0.177
H -4.59 1.54 3.93  0.458
H -1.24 4.80 7.03  0.289
H -2.20 3.56 7.20  0.271

(3)
A structure of composition H24HeNeO12. Source: the Open Molecules 2025 dataset; level of theory: ωB97M-V/def2-TZVPD.

Output
Total charge ... 0
LUMO energy ... -0.31 eV
HOMO level ... -10.54 eV
Kohn-Sham gap ... 10.23 eV
Total energy ... -1049.117968 hartree
Largest force on an atom ... 0.96 eV/Å

Last column: Mulliken charge in e.
Atoms and positions in Å:
He -0.45 0.22 0.19  0.019
Ne -1.08 0.34 2.33  0.014
O -0.94 3.81 -0.08  -0.672
H -1.54 4.34 -0.61  0.317
H -1.20 3.98 0.82  0.297
O 2.90 -0.26 1.08  -0.672
H 3.56 -0.94 0.93  0.301
H 2.28 -0.66 1.69  0.374
O 1.38 -1.10 3.21  -0.663
H 1.21 -0.60 4.01  0.304
H 0.53 -1.45 2.96  0.288
O -1.99 -2.32 -1.21  -0.670
H -1.17 -2.10 -1.66  0.306
H -2.68 -1.94 -1.76  0.281
O -3.67 -0.02 1.48  -0.664
H -2.92 -0.61 1.51  0.316
H -3.40 0.68 0.89  0.409
O -1.02 -2.33 1.35  -0.601
H -1.51 -2.92 1.92  0.337
H -1.45 -2.42 0.50  0.369
O -2.79 1.80 -0.29  -0.676
H -2.11 2.48 -0.34  0.382
H -2.85 1.47 -1.19  0.317
O -0.25 -0.77 -3.28  -0.647
H 0.49 -1.38 -3.25  0.334
H 0.01 -0.04 -2.71  0.328
O 2.92 0.05 -2.47  -0.611
H 2.82 0.17 -3.42  0.297
H 2.23 0.60 -2.09  0.350
O 2.65 2.51 1.68  -0.629
H 2.68 1.57 1.51  0.399
H 2.48 2.91 0.82  0.287
O 1.18 -4.01 0.62  -0.638
H 0.53 -3.33 0.49  0.323
H 1.22 -4.48 -0.21  0.296
O 0.79 1.91 -1.71  -0.631
H 0.39 2.57 -1.15  0.225
H 0.79 2.30 -2.58  0.306

(4)
A cluster of 2 separate species, H4O2 in total. Source: the Open Molecules 2025 dataset; level of theory: ωB97M-V/def2-TZVPD.

Output
Total charge ... 0
LUMO energy ... 0.55 eV
HOMO level ... -10.71 eV
Kohn-Sham gap ... 11.26 eV
Total energy ... -152.872506 hartree
Largest force on an atom ... 0.68 eV/Å

Last column: Mulliken charge in e.
Atoms and positions in Å:
O -0.05 -1.07 0.20  -0.660
H 0.32 -1.92 -0.04  0.319
H -0.27 -1.14 1.13  0.303
O 0.18 1.57 -0.72  -0.650
H -0.28 1.97 0.02  0.282
H 0.09 0.60 -0.58  0.406

(5)
An isolated molecule of C4H7NO. Source: the Open Molecules 2025 dataset; level of theory: ωB97M-V/def2-TZVPD.

Output
Total charge ... 0
LUMO energy ... 1.12 eV
HOMO level ... -8.03 eV
Kohn-Sham gap ... 9.15 eV
Total energy ... -286.425101 hartree
Largest force on an atom ... 2.70 eV/Å

Last column: Mulliken charge in e.
Atoms and positions in Å:
C -1.21 -0.71 0.21  -0.448
O -0.06 -1.52 0.35  -0.367
C 1.14 -0.85 0.11  -0.061
C 0.65 0.84 0.55  -0.521
N 0.37 0.72 -0.91  -0.478
C -0.72 0.71 0.03  0.006
H -1.82 -0.84 1.12  0.282
H -1.80 -1.02 -0.66  0.252
H 1.92 -1.07 0.81  0.276
H 1.48 -1.16 -0.92  0.171
H 0.90 1.88 0.90  0.317
H 0.57 1.49 -1.50  0.176
H -1.42 1.52 -0.08  0.394

(6)
A cluster of 2 separate species, C5H6N2O in total. Source: the Open Molecules 2025 dataset; level of theory: ωB97M-V/def2-TZVPD.

Output
Total charge ... 0
LUMO energy ... -1.40 eV
HOMO level ... -9.55 eV
Kohn-Sham gap ... 8.15 eV
Total energy ... -378.657310 hartree
Largest force on an atom ... 6.74 eV/Å

Last column: Mulliken charge in e.
Atoms and positions in Å:
C -2.56 -0.70 0.29  -0.965
C -1.26 -0.01 -0.15  0.900
C -0.16 -0.74 -0.08  -0.475
C 1.21 -0.71 -0.07  0.333
C 1.54 0.77 0.12  0.190
H -3.73 -0.50 -0.28  0.250
H -2.70 -0.13 1.42  0.232
H -2.48 -1.85 0.38  0.351
H -0.53 2.08 -0.63  0.325
H -2.16 1.94 0.63  0.332
H -0.51 -1.79 -0.36  0.176
N -1.27 1.33 -0.49  -0.648
N 1.79 1.88 0.30  -0.420
O 1.99 -1.73 -0.06  -0.582

(7)
A structure of composition C15H40AsF6O15S5. Source: the Open Molecules 2025 dataset; level of theory: ωB97M-V/def2-TZVPD.

Output
Total charge ... -1
LUMO energy ... 1.74 eV
HOMO level ... -8.49 eV
Kohn-Sham gap ... 10.24 eV
Total energy ... -6550.174371 hartree
Largest force on an atom ... 2.02 eV/Å

Last column: Mulliken charge in e.
Atoms and positions in Å:
As -2.23 0.41 1.86  2.104
F -2.33 2.10 2.29  -0.516
F -0.96 0.21 3.05  -0.481
F -2.16 -1.30 1.44  -0.487
F -3.44 0.65 0.62  -0.537
F -1.04 0.94 0.67  -0.491
F -3.49 -0.08 2.97  -0.509
O 2.55 2.35 5.93  -0.645
S 1.30 1.69 5.58  1.099
O 0.31 1.42 6.60  -0.627
O 0.57 2.45 4.36  -0.057
C 0.28 3.83 4.48  -0.536
C 1.38 4.73 3.87  -0.992
C 1.63 0.18 4.68  -0.850
H 0.14 4.09 5.53  0.413
H -0.62 4.11 3.94  0.353
H 0.93 5.69 3.59  0.416
H 1.74 4.33 2.93  0.174
H 2.13 4.95 4.63  0.323
H 1.94 0.31 3.64  0.139
H 0.68 -0.34 4.74  0.311
H 2.32 -0.36 5.33  0.518
O 3.18 -0.26 1.54  -0.655
S 2.80 -1.17 0.49  1.309
O 3.01 -0.94 -0.90  -0.693
O 3.64 -2.55 0.77  -0.303
C 3.80 -3.08 2.07  -0.051
C 4.86 -4.17 1.94  -1.342
C 1.13 -1.80 0.71  -0.381
H 2.87 -3.50 2.47  0.295
H 4.19 -2.27 2.70  0.278
H 5.81 -3.71 1.65  0.315
H 4.71 -4.81 1.07  0.324
H 5.05 -4.73 2.85  0.387
H 0.79 -1.67 1.73  0.255
H 1.14 -2.83 0.35  0.510
H 0.42 -1.28 0.07  -0.305
O 3.41 3.86 0.12  -0.652
S 2.17 4.06 -0.60  1.313
O 1.57 5.35 -0.89  -0.670
O 2.33 3.32 -2.05  -0.425
C 2.60 1.89 -1.99  0.539
C 3.55 1.65 -3.15  -1.545
C 0.90 3.09 0.16  0.172
H 1.66 1.35 -2.05  -0.049
H 3.13 1.60 -1.08  0.312
H 4.60 1.70 -2.91  0.317
H 3.38 2.31 -4.01  0.434
H 3.28 0.71 -3.65  0.353
H -0.02 3.37 -0.33  0.261
H 0.90 3.41 1.20  -0.307
H 1.14 2.03 0.13  -0.109
O -3.15 -6.05 -4.26  -0.611
S -3.14 -4.61 -4.30  1.123
O -3.82 -3.85 -5.29  -0.600
O -3.50 -3.98 -2.83  -0.240
C -3.51 -4.90 -1.74  -0.210
C -3.90 -4.23 -0.43  -1.096
C -1.43 -4.06 -4.40  -0.307
H -2.50 -5.32 -1.63  0.309
H -4.16 -5.76 -1.90  0.343
H -3.64 -3.18 -0.31  0.202
H -3.65 -4.89 0.39  0.368
H -5.00 -4.20 -0.44  0.311
H -1.14 -3.86 -5.42  0.410
H -0.81 -4.64 -3.73  0.306
H -1.56 -3.12 -3.86  -0.224
O -1.88 3.68 -3.25  -0.564
S -3.10 2.99 -3.57  1.165
O -3.86 3.40 -4.71  -0.644
O -2.76 1.40 -3.75  -0.361
C -1.73 0.94 -2.86  0.098
C -1.50 -0.54 -2.66  -0.912
C -4.17 2.91 -2.10  -0.567
H -1.91 1.39 -1.88  0.000
H -0.80 1.42 -3.17  0.222
H -0.67 -0.58 -1.93  -0.042
H -0.95 -1.10 -3.41  0.292
H -2.27 -1.16 -2.21  0.484
H -4.22 3.86 -1.58  0.326
H -3.80 2.10 -1.46  0.074
H -5.15 2.63 -2.46  0.337

(8)
An isolated molecule of C20H27FN4O4. Source: the Open Molecules 2025 dataset; level of theory: ωB97M-V/def2-TZVPD.

Output
Total charge ... 0
LUMO energy ... 0.56 eV
HOMO level ... -8.54 eV
Kohn-Sham gap ... 9.10 eV
Total energy ... -1398.185548 hartree
Largest force on an atom ... 0.03 eV/Å

Last column: Mulliken charge in e.
Atoms and positions in Å:
C -1.17 -1.36 -3.89  -1.245
C -0.14 -0.38 -3.37  -0.693
N -0.08 -0.34 -1.92  0.695
C -1.17 0.35 -1.22  -1.111
C -0.65 1.36 -0.17  2.376
C -1.13 2.78 -0.44  -1.783
N -0.92 0.93 1.19  0.022
C -2.18 0.73 1.65  0.838
O -3.19 1.15 1.08  -0.654
C -2.26 -0.06 2.90  -0.391
C -1.40 -1.02 3.40  -0.105
C -2.04 -1.46 4.57  -0.066
O -1.59 -2.40 5.42  -0.495
N -3.19 -0.83 4.77  -1.176
N -3.31 0.02 3.74  0.837
C -4.50 0.85 3.65  -0.730
C 0.74 -1.10 -1.16  0.094
O 0.56 -1.23 0.04  -0.572
C 2.00 -1.70 -1.82  0.015
C 3.01 -0.59 -2.16  -1.632
C 3.00 0.58 -1.21  0.301
C 2.77 1.87 -1.69  -0.198
C 2.71 2.96 -0.83  -0.766
C 2.89 2.74 0.52  0.491
F 2.83 3.78 1.37  -0.387
C 3.13 1.47 1.03  -0.706
C 3.18 0.40 0.16  0.025
O 2.64 -2.60 -0.95  -0.414
C 1.92 -3.80 -0.75  -0.748
H -1.21 -1.34 -4.98  0.448
H -0.92 -2.38 -3.58  0.262
H -2.16 -1.13 -3.51  0.322
H 0.85 -0.61 -3.77  0.307
H -0.37 0.63 -3.72  0.484
H -1.76 0.86 -1.97  0.486
H -1.83 -0.38 -0.73  0.212
H 0.44 1.36 -0.25  -1.880
H -0.76 3.11 -1.42  0.412
H -2.22 2.83 -0.44  0.447
H -0.75 3.46 0.32  0.412
H -0.21 0.35 1.60  0.251
H -0.48 -1.38 2.98  0.617
H -2.24 -2.49 6.12  0.365
H -4.22 1.87 3.38  0.290
H -5.18 0.47 2.90  0.248
H -4.96 0.84 4.63  0.296
H 1.72 -2.23 -2.74  0.814
H 3.99 -1.07 -2.17  0.410
H 2.82 -0.22 -3.17  0.426
H 2.62 2.03 -2.75  0.347
H 2.53 3.96 -1.19  0.468
H 3.26 1.35 2.10  0.474
H 3.35 -0.60 0.54  0.399
H 2.55 -4.44 -0.14  0.302
H 0.98 -3.62 -0.23  0.246
H 1.73 -4.30 -1.71  0.315